The following is a quantum chemistry calculation of the molecule C3H5NO2, from the Open Molecules 2025 dataset.

Results
Kohn-Sham gap (eV): 11.0
ΔE to the lowest compared entry with this formula, charge and spin (kJ/mol): 74.57
SMILES string: O=CCNC=O

```
11
Properties=species:S:1:pos:R:3:forces:R:3:nbo_charge:R:1
O -0.52437 2.14670 -0.62032 0.359 -0.158 0.316 -0.53
C 0.32161 1.72038 0.12938 -0.242 0.102 -0.163 0.44
C 0.37384 0.28231 0.58299 0.043 0.032 0.009 -0.35
N -0.64303 -0.49427 -0.07057 -0.018 -0.083 -0.100 -0.62
C -0.35193 -1.72221 -0.57946 0.078 -0.060 0.035 0.53
O 0.68354 -2.32232 -0.37277 -0.302 0.158 -0.051 -0.61
H 1.10540 2.38209 0.54730 -0.080 -0.054 -0.040 0.12
H 1.35387 -0.15409 0.35609 -0.059 0.118 0.042 0.26
H 0.27421 0.26714 1.67928 0.041 0.037 -0.126 0.22
H -1.42239 0.02450 -0.45310 0.077 -0.115 0.002 0.42
H -1.17075 -2.13023 -1.19883 0.102 0.023 0.076 0.12
```
Forces are in eV/Å.